# C18H54O9S5

9 unconnected molecules or ions with the total composition C18H54O9S5 at a distorted geometry (wB97M-V/def2-TZVPD, OMol25).

Geometry (Å):
C: -4.943 0.823 -1.792
C: -5.410 -0.490 -1.136
O: -4.213 -1.310 -0.920
H: -4.287 1.429 -1.204
H: -5.894 1.391 -2.109
H: -4.297 0.658 -2.689
H: -6.207 -1.093 -1.717
H: -5.754 -0.526 -0.150
H: -3.675 -0.729 -0.422
C: -2.005 3.903 -4.341
C: -0.541 3.749 -3.869
O: -0.412 4.536 -2.764
H: -2.705 3.534 -3.528
H: -1.909 3.259 -5.191
H: -2.287 5.004 -4.470
H: 0.200 3.845 -4.633
H: -0.245 2.632 -3.700
H: 0.570 4.587 -2.506
C: 3.803 0.330 3.850
C: 3.761 0.817 2.405
O: 3.229 -0.175 1.609
H: 2.830 -0.185 4.139
H: 4.074 1.202 4.449
H: 4.533 -0.333 3.986
H: 4.778 0.987 2.116
H: 3.239 1.742 2.484
H: 3.840 -0.077 0.688
C: 2.410 -0.730 -3.175
C: 2.580 -1.214 -1.794
O: 1.544 -2.155 -1.631
H: 1.696 0.104 -3.130
H: 2.558 -1.293 -4.040
H: 3.171 0.032 -3.213
H: 2.362 -0.517 -1.057
H: 3.373 -1.610 -1.656
H: 1.689 -2.711 -2.357
C: -0.762 0.621 -1.812
S: -1.125 0.933 -0.055
O: -2.147 -0.152 0.309
C: 0.419 0.352 0.568
H: -1.752 0.754 -2.163
H: -0.484 -0.232 -1.934
H: 0.065 1.282 -2.167
H: 1.395 0.927 0.374
H: 0.744 -0.610 0.245
H: 0.461 0.187 1.700
C: -1.665 -0.087 4.329
S: -2.778 0.870 5.385
O: -1.827 1.920 6.097
C: -3.405 1.870 4.031
H: -1.041 -0.752 4.920
H: -0.922 0.533 3.656
H: -2.139 -0.679 3.681
H: -3.584 1.181 3.233
H: -2.600 2.608 3.866
H: -4.423 2.539 4.174
C: 3.983 3.318 -2.635
S: 3.562 4.795 -1.754
O: 2.112 5.006 -2.209
C: 3.277 3.973 -0.202
H: 3.694 3.759 -3.621
H: 3.515 2.401 -2.353
H: 4.993 2.823 -2.945
H: 4.300 3.428 0.046
H: 2.590 3.187 -0.184
H: 2.834 4.510 0.625
C: -3.531 -4.982 0.260
S: -2.249 -3.865 0.701
O: -1.123 -4.673 1.371
C: -1.772 -3.574 -0.954
H: -3.966 -5.553 0.983
H: -3.244 -5.882 -0.263
H: -4.319 -4.473 -0.351
H: -0.946 -2.969 -0.805
H: -2.642 -3.072 -1.416
H: -1.516 -4.362 -1.511
C: 0.767 -2.773 2.571
S: 2.498 -3.127 2.343
O: 3.005 -3.591 3.789
C: 2.347 -4.623 1.519
H: 0.207 -2.638 1.669
H: 0.550 -1.970 3.185
H: 0.208 -3.492 3.106
H: 1.435 -5.169 1.972
H: 3.255 -5.327 1.701
H: 2.278 -4.583 0.365

E_LUMO: -0.32 eV
ΔE to the lowest compared entry with this formula, charge and spin: 56.9 kJ/mol
HOMO level: -8.3 eV
net charge: 0
calculated total energy: -3385.75085 hartree

Here are the Mulliken charges for atoms 1 to 8, given in e: number 1, C, carries -0.8785; number 2, C, carries -0.3608; number 3, O, carries -0.2959; number 4, H, carries 0.2687; number 5, H, carries 0.3524; number 6, H, carries 0.2444; number 7, H, carries 0.2301; number 8, H, carries 0.3276